No. 1
# C49H112Cl4O24

9 unconnected molecules or ions with the total composition C49H112Cl4O24 in a non-equilibrium geometry (ωB97M-V/def2-TZVPD, OMol25).

* structure (SMILES): ClC(Cl)(Cl)Cl.COCCOCCOC.COCCOCCOC.COCCOCCOC.COCCOCCOC.COCCOCCOC.COCCOCCOC.COCCOCCOC.COCCOCCOC
* largest force on an atom: 3.39 eV Å⁻¹
* 2S+1: 1
* net charge: 0

Geometry as XYZ:
```
189
Properties=species:S:1:pos:R:3:mulliken_charge:R:1
C -28.17 5.67 -13.00 -0.252
O -27.64 4.63 -13.76 -0.245
C -26.37 4.91 -14.16 -0.074
C -25.72 3.60 -14.62 -1.108
O -25.36 2.77 -13.55 0.364
C -24.20 1.92 -13.80 -1.168
C -23.62 1.38 -12.51 0.403
O -22.69 2.21 -11.88 -0.526
C -22.53 1.82 -10.51 -0.731
H -27.69 5.73 -12.03 -0.101
H -29.23 5.52 -12.97 0.226
H -28.03 6.71 -13.39 0.244
H -25.76 5.34 -13.40 -0.071
H -26.28 5.61 -14.97 0.447
H -24.93 3.68 -15.33 0.699
H -26.46 3.03 -15.19 0.155
H -23.45 2.45 -14.42 0.442
H -24.38 1.01 -14.46 0.126
H -23.09 0.38 -12.67 0.395
H -24.47 1.16 -11.79 -0.269
H -22.04 0.83 -10.45 0.400
H -23.51 1.70 -9.89 0.081
H -21.94 2.55 -9.97 0.387
C -28.00 4.75 -9.29 -1.103
O -26.73 5.24 -9.55 -0.006
C -25.97 4.39 -10.30 3.546
C -24.66 5.14 -10.51 -1.991
O -24.68 6.30 -11.26 -0.280
C -23.97 7.34 -10.68 -0.659
C -24.86 8.24 -9.85 -0.445
O -26.03 8.68 -10.50 -0.343
C -25.78 9.64 -11.52 -0.737
H -28.44 5.25 -8.40 0.265
H -27.99 3.72 -9.14 0.269
H -28.64 4.99 -10.13 0.278
H -26.54 3.98 -11.22 -0.538
H -25.65 3.43 -9.77 -1.432
H -23.95 4.36 -10.87 0.404
H -24.29 5.33 -9.52 0.629
H -23.69 7.98 -11.49 0.526
H -23.10 7.04 -10.14 0.394
H -24.27 9.10 -9.47 0.424
H -25.17 7.72 -8.96 0.143
H -25.43 9.13 -12.42 0.249
H -24.94 10.32 -11.25 0.333
H -26.67 10.21 -11.67 0.267
C -29.43 -2.87 -10.85 -0.789
O -30.10 -2.31 -11.93 -0.434
C -30.60 -1.03 -11.63 1.014
C -31.26 -0.41 -12.83 -0.975
O -30.29 -0.46 -13.84 0.225
C -30.71 0.22 -15.04 -0.855
C -30.57 1.71 -15.10 -0.348
O -31.12 2.27 -13.97 -0.132
C -31.02 3.71 -14.01 -0.229
H -29.20 -3.94 -11.05 0.334
H -30.09 -2.81 -9.97 0.600
H -28.47 -2.39 -10.59 -0.004
H -29.82 -0.47 -11.15 -0.631
H -31.30 -1.12 -10.76 0.407
H -31.60 0.68 -12.71 0.056
H -32.12 -1.00 -13.17 0.599
H -31.74 -0.02 -15.37 0.346
H -30.03 -0.16 -15.81 0.247
H -31.14 1.97 -16.06 0.370
H -29.49 1.95 -15.20 0.070
H -31.37 4.08 -13.07 0.112
H -31.74 3.97 -14.83 0.354
H -30.00 4.06 -14.05 -0.140
C -28.56 2.30 -2.71 -0.724
O -28.36 1.22 -3.59 -0.300
C -29.32 1.26 -4.65 0.180
C -30.53 0.51 -4.34 -0.168
O -31.20 1.24 -3.35 0.065
C -32.37 0.69 -2.87 -0.449
C -32.86 1.36 -1.59 -0.607
O -33.22 2.72 -1.76 -0.400
C -32.21 3.63 -1.92 -0.501
H -27.65 2.42 -2.11 0.304
H -29.34 2.22 -1.94 0.121
H -28.68 3.24 -3.31 0.329
H -28.84 0.71 -5.46 -0.532
H -29.57 2.26 -5.01 0.360
H -30.31 -0.49 -4.00 0.435
H -31.21 0.47 -5.21 -0.043
H -32.36 -0.37 -2.66 0.371
H -33.07 0.87 -3.70 0.256
H -32.11 1.22 -0.74 0.320
H -33.80 0.93 -1.20 0.330
H -31.42 3.59 -1.16 0.242
H -32.61 4.64 -1.84 0.317
H -31.77 3.48 -2.87 0.141
C -28.41 -3.52 -17.80 -0.590
O -28.91 -4.46 -16.87 -0.422
C -29.14 -4.11 -15.57 0.095
C -27.95 -4.21 -14.64 -0.444
O -27.03 -3.08 -14.75 -0.410
C -27.54 -1.97 -14.01 0.628
C -26.55 -0.82 -14.10 -0.674
O -25.39 -1.04 -13.18 0.370
C -24.59 -2.15 -13.50 -0.954
H -27.61 -2.84 -17.47 0.182
H -29.21 -2.80 -18.12 0.238
H -28.20 -4.00 -18.75 0.310
H -29.94 -4.78 -15.19 0.376
H -29.50 -3.10 -15.37 -0.170
H -27.42 -5.12 -14.85 0.379
H -28.41 -4.24 -13.68 0.206
H -27.48 -2.23 -12.96 0.171
H -28.54 -1.62 -14.30 -0.371
H -27.01 0.10 -13.81 -0.177
H -26.16 -0.62 -15.08 0.657
H -25.12 -3.13 -13.23 0.188
H -23.72 -2.06 -12.84 0.270
H -24.36 -2.22 -14.60 0.286
C -26.07 5.18 -6.45 -1.087
O -25.91 3.86 -7.00 0.261
C -26.57 2.92 -6.28 -1.494
C -26.26 1.50 -6.91 -0.103
O -27.18 1.11 -7.88 0.145
C -26.70 0.17 -8.81 0.632
C -26.76 0.69 -10.18 2.228
O -28.09 1.06 -10.42 0.225
C -28.26 1.45 -11.73 1.650
H -26.85 5.81 -6.85 0.279
H -25.16 5.80 -6.65 0.201
H -26.24 5.15 -5.38 0.478
H -27.68 3.14 -6.35 0.391
H -26.27 2.93 -5.21 0.742
H -26.28 0.79 -6.12 0.069
H -25.27 1.63 -7.40 0.045
H -27.38 -0.65 -8.66 -0.771
H -25.61 -0.07 -8.62 -0.498
H -26.29 -0.08 -10.81 -0.217
H -26.25 1.66 -10.26 -1.375
H -28.40 0.61 -12.42 -1.102
H -27.38 1.96 -12.18 -0.747
H -29.21 2.11 -11.82 -0.423
C -22.98 1.16 -3.10 -0.729
O -22.40 1.42 -4.34 -0.371
C -23.26 2.18 -5.20 -0.012
C -22.46 2.70 -6.32 -1.163
O -22.33 1.95 -7.48 -0.058
C -21.39 0.96 -7.30 -0.956
C -22.14 -0.36 -7.07 -0.250
O -22.81 -0.58 -8.30 -0.081
C -23.66 -1.72 -8.26 -0.941
H -22.70 0.18 -2.72 0.275
H -24.07 1.15 -3.17 0.215
H -22.66 1.89 -2.36 0.297
H -23.57 3.09 -4.65 0.712
H -24.11 1.59 -5.52 0.007
H -21.48 3.04 -5.94 0.479
H -22.97 3.57 -6.75 0.197
H -20.66 1.09 -6.50 0.434
H -20.79 0.95 -8.21 0.516
H -22.82 -0.22 -6.23 0.190
H -21.44 -1.20 -6.79 0.349
H -24.01 -1.74 -9.30 0.108
H -24.47 -1.57 -7.57 0.360
H -23.10 -2.61 -8.09 0.434
C -26.94 -1.61 -4.69 -0.799
O -27.84 -1.97 -5.70 0.169
C -27.53 -3.29 -6.27 -0.622
C -28.48 -3.56 -7.43 0.229
O -29.87 -3.76 -7.15 -0.543
C -30.58 -2.75 -6.53 -0.886
C -30.96 -1.45 -7.39 1.828
O -32.35 -1.19 -7.07 -0.543
C -32.69 0.11 -7.66 -0.558
H -25.92 -1.84 -4.96 0.440
H -27.12 -2.14 -3.74 0.283
H -27.03 -0.54 -4.51 -0.057
H -27.54 -4.02 -5.43 0.365
H -26.51 -3.22 -6.71 0.257
H -28.21 -4.50 -7.79 0.420
H -28.48 -2.80 -8.21 -0.368
H -30.23 -2.43 -5.57 0.244
H -31.58 -3.11 -6.26 0.513
H -30.70 -1.73 -8.37 -0.754
H -30.39 -0.61 -7.08 -0.266
H -31.97 0.87 -7.46 0.227
H -33.63 0.34 -7.15 0.293
H -32.78 -0.02 -8.76 0.285
C -33.02 3.67 -10.14 0.154
Cl -33.88 3.32 -8.59 -0.130
Cl -31.49 2.91 -9.92 0.075
Cl -33.96 3.03 -11.48 -0.082
Cl -32.79 5.45 -10.35 -0.115
```

=====

No. 2
# C49H112N6O15

10 unconnected molecules or ions with the total composition C49H112N6O15 in a non-equilibrium geometry (ωB97M-V/def2-TZVPD, OMol25).

* largest force on an atom: 4.09 eV Å⁻¹
* 2S+1: 1
* net charge: +2

Geometry as XYZ:
```
182
Properties=species:S:1:pos:R:3:mulliken_charge:R:1
C 1.22 -8.85 -0.56 -0.913
C 1.62 -9.24 -2.01 -0.677
C 1.62 -7.96 -2.93 -0.182
C 0.14 -7.57 -3.14 -1.568
N -0.14 -6.42 -4.10 0.640
C -1.59 -6.09 -4.31 -0.445
C -1.63 -4.66 -4.82 -0.848
C -0.54 -3.98 -3.99 -0.384
C 0.30 -5.12 -3.44 -0.075
C 0.53 -6.62 -5.40 -1.255
C 0.24 -7.94 -6.12 -0.183
C 1.07 -8.09 -7.37 -1.430
H 0.79 -9.75 -0.16 0.394
H 0.52 -8.10 -0.35 0.139
H 2.13 -8.70 0.11 0.278
H 0.89 -9.93 -2.43 0.330
H 2.59 -9.78 -2.10 0.423
H 2.14 -8.33 -3.90 0.216
H 2.13 -7.08 -2.54 0.311
H -0.31 -7.20 -2.23 0.793
H -0.42 -8.41 -3.56 0.587
H -2.12 -6.88 -4.92 0.431
H -2.10 -6.07 -3.30 0.399
H -1.48 -4.64 -5.90 0.305
H -2.60 -4.18 -4.57 0.411
H -0.01 -3.21 -4.53 0.371
H -1.05 -3.41 -3.18 0.207
H 1.40 -5.03 -3.68 0.387
H 0.22 -5.18 -2.36 -0.392
H 1.62 -6.57 -5.28 0.417
H 0.28 -5.80 -6.02 0.742
H -0.84 -8.18 -6.34 0.238
H 0.47 -8.73 -5.49 0.354
H 1.09 -9.16 -7.70 0.363
H 2.11 -7.80 -7.16 0.350
H 0.74 -7.40 -8.14 0.367
C -2.74 6.54 -3.86 -1.071
C -1.81 5.40 -4.36 -0.617
C -0.35 5.47 -3.79 -0.403
C 0.52 4.28 -4.19 -1.458
N 1.59 3.90 -3.20 1.130
C 2.30 2.63 -3.71 -0.309
C 1.35 1.49 -3.31 -0.951
C 0.55 2.01 -2.12 1.101
C 0.97 3.43 -1.95 0.793
C 2.56 5.04 -3.04 -0.465
C 3.02 5.67 -4.33 -0.515
C 4.35 6.32 -4.08 -1.477
H -3.64 6.65 -4.43 0.415
H -2.31 7.54 -3.93 0.336
H -2.85 6.40 -2.76 0.073
H -1.87 5.37 -5.45 0.432
H -2.24 4.38 -4.09 0.264
H -0.37 5.49 -2.67 0.168
H 0.07 6.35 -4.25 0.425
H 1.12 4.46 -5.09 0.758
H 0.03 3.34 -4.41 0.796
H 3.23 2.62 -3.04 0.182
H 2.71 2.63 -4.70 0.505
H 1.98 0.60 -3.07 0.531
H 0.70 1.20 -4.17 0.321
H 0.76 1.49 -1.19 -0.634
H -0.51 1.99 -2.36 -0.004
H 1.77 3.40 -1.17 -1.207
H 0.16 4.13 -1.66 -0.443
H 3.37 4.72 -2.38 -0.015
H 2.00 5.82 -2.59 0.573
H 2.27 6.36 -4.64 0.427
H 3.20 4.96 -5.14 0.338
H 5.19 5.61 -4.04 0.337
H 4.34 7.02 -3.23 0.339
H 4.58 6.94 -5.03 0.433
C -3.27 2.33 6.80 -1.511
C -2.39 2.68 5.57 -0.561
C -2.99 2.58 4.19 1.610
C -4.03 3.73 4.03 -1.385
N -4.79 3.60 2.72 0.612
C -5.49 2.33 2.63 -0.862
C -6.86 2.54 1.95 -0.667
C -6.99 4.04 1.86 -0.606
C -5.84 4.62 2.62 -0.661
C -3.89 3.81 1.49 -0.444
C -3.01 5.02 1.48 -0.039
C -2.14 5.16 0.17 -1.202
H -3.84 1.38 6.82 0.255
H -3.97 3.14 6.99 0.436
H -2.57 2.23 7.62 0.428
H -1.59 1.95 5.55 0.264
H -1.96 3.69 5.66 0.477
H -3.52 1.64 3.99 0.314
H -2.25 2.74 3.44 -1.122
H -3.58 4.72 3.98 0.385
H -4.73 3.77 4.82 0.622
H -4.86 1.65 2.03 0.256
H -5.57 1.79 3.55 0.701
H -6.81 2.19 0.91 0.256
H -7.64 1.99 2.44 0.428
H -7.04 4.26 0.78 0.317
H -7.89 4.35 2.38 0.361
H -5.39 5.52 2.27 0.271
H -6.26 4.84 3.64 0.488
H -4.48 3.75 0.63 0.886
H -3.22 2.86 1.56 -0.585
H -2.20 4.91 2.25 0.142
H -3.51 5.95 1.55 0.375
H -2.78 5.26 -0.69 0.261
H -1.47 4.37 0.03 -0.274
H -1.58 6.08 0.26 0.597
C 4.96 4.42 3.54 -1.314
C 6.18 4.85 2.77 0.141
C 7.04 3.66 2.26 -0.998
O 6.17 2.80 1.55 -0.017
C 6.70 1.73 0.79 -0.811
N 5.67 5.73 1.65 -0.687
H 4.92 4.87 0.44 0.425
H 5.05 6.36 2.10 0.247
H 6.46 6.32 1.38 0.271
H 4.39 3.65 2.99 0.151
H 4.25 5.20 3.81 0.413
H 5.33 3.96 4.47 0.405
H 6.83 5.35 3.42 0.578
H 7.51 3.21 3.10 0.454
H 7.77 4.08 1.57 0.418
H 5.88 1.16 0.35 0.131
H 7.18 1.01 1.45 0.335
H 7.49 2.02 0.02 0.320
C -3.02 -6.62 2.32 -1.313
C -2.47 -5.85 3.52 0.292
C -1.34 -6.51 4.15 -0.726
O -0.25 -6.29 3.30 -0.103
C 1.04 -6.29 3.99 -0.814
N -2.10 -4.42 3.21 -0.261
H -1.86 -3.58 4.38 0.356
H -1.19 -4.27 2.72 0.189
H -2.83 -3.86 2.81 0.307
H -3.45 -7.54 2.67 0.497
H -2.23 -6.84 1.61 0.043
H -3.92 -6.05 1.95 0.382
H -3.31 -5.66 4.26 0.378
H -1.54 -7.54 4.31 0.419
H -1.07 -5.93 5.14 0.287
H 1.37 -7.31 4.25 0.303
H 1.01 -5.66 4.91 0.330
H 1.77 -5.83 3.25 0.192
C 2.41 -0.40 0.89 -0.621
C 1.45 -0.60 2.05 0.609
C 1.49 0.53 3.07 -0.972
O 1.55 1.82 2.45 0.284
C 0.51 2.68 2.79 -0.407
N 0.04 -0.84 1.54 0.764
H -0.65 -0.89 2.34 0.324
H -0.29 -0.15 0.82 -0.006
H -0.14 -1.85 1.13 -0.057
H 2.29 0.59 0.56 -0.412
H 2.20 -1.13 0.07 0.196
H 3.41 -0.61 1.20 0.592
H 1.66 -1.57 2.60 0.239
H 2.40 0.44 3.69 0.506
H 0.67 0.33 3.80 0.289
H 0.81 3.40 3.66 0.351
H -0.37 2.13 3.15 -0.161
H 0.23 3.37 1.99 -0.001
O -0.09 -5.54 -0.22 -0.193
C 0.25 -4.25 -0.03 0.243
O -0.02 -3.72 1.06 -0.949
O 0.84 -3.65 -0.93 -0.696
H -0.75 -5.87 0.39 0.090
O -1.61 -0.92 6.16 -0.434
C -1.63 -1.64 5.02 0.677
O -1.67 -2.89 5.24 -0.608
O -1.76 -1.04 3.97 -0.646
H -1.40 -1.28 7.05 0.312
O -2.99 1.63 -1.05 -0.534
C -1.87 1.25 -0.31 0.198
O -1.44 2.19 0.37 -0.054
O -1.64 0.03 -0.42 -0.878
H -3.23 0.88 -1.62 0.314
O 3.28 3.42 0.97 -0.403
C 3.85 3.35 -0.24 0.596
O 3.73 2.43 -1.02 -0.536
O 4.55 4.43 -0.41 -0.539
H 2.91 2.54 1.18 0.268
```

=====

Results for gap between HOMO and LUMO: 9.15; 8.93 (in eV, following the order of the records).